C27H21F2IrN2Te as an isolated structure. Source: the OMol25 dataset; level of theory: ωB97M-V/def2-TZVPD.

The expectation value of S² is 0.765. Its charge is +1. Its energy above the lowest of the compared OMol25 structures with the same formula, charge and spin is 0.000 eV. The multiplicity is 2. The HOMO energy (alpha / beta) comes out at -11.365 / -11.646 eV.

CARTESIAN COORDINATES (ANGSTROEM)
Ir: 1.539 -0.763 -0.462
F: 6.410 -1.131 -2.637
C: 5.655 -1.067 -1.540
C: 4.276 -1.120 -1.677
C: 3.505 -1.029 -0.533
C: 4.102 -0.921 0.739
C: 5.491 -0.881 0.806
F: 6.100 -0.777 1.994
C: 6.287 -0.939 -0.318
C: 3.168 -0.819 1.862
C: 3.481 -0.738 3.213
C: 2.466 -0.618 4.146
C: 1.142 -0.611 3.729
C: 0.878 -0.719 2.384
N: 1.863 -0.817 1.483
H: 3.848 -1.250 -2.663
H: 7.363 -0.897 -0.240
H: 4.514 -0.764 3.518
H: 2.710 -0.530 5.197
H: 0.322 -0.527 4.427
H: -0.130 -0.742 1.988
N: 1.985 6.584 -0.391
C: 1.922 5.437 -0.407
C: 1.840 4.003 -0.429
C: 2.741 3.262 -1.187
C: 2.662 1.878 -1.205
C: 1.662 1.223 -0.485
C: 0.766 1.972 0.277
C: 0.850 3.353 0.303
H: 3.510 3.769 -1.754
H: 3.373 1.326 -1.800
H: -0.019 1.483 0.840
H: 0.148 3.932 0.888
C: -7.489 -0.883 -0.753
C: -5.994 -0.932 -0.845
C: -5.195 -0.636 0.259
C: -3.815 -0.667 0.188
C: -3.016 -0.347 1.421
C: -3.219 -1.012 -1.044
Te: -1.151 -0.987 -1.208
C: -3.993 -1.328 -2.178
C: -3.454 -1.720 -3.526
C: -5.374 -1.275 -2.039
H: -7.820 -0.598 0.243
H: -7.921 -1.855 -0.994
H: -7.893 -0.164 -1.468
H: -5.668 -0.373 1.198
H: -3.678 -0.084 2.243
H: -2.338 0.492 1.251
H: -2.420 -1.208 1.734
H: -2.370 -1.752 -3.568
H: -3.802 -1.016 -4.283
H: -3.833 -2.706 -3.798
H: -5.985 -1.514 -2.903

Atomic partial charges in e from the Löwdin method, atoms 1 to 6: number 1, Ir, carries 0.95; number 2, F, carries 0.10; number 3, C, carries -0.26; number 4, C, carries -0.03; number 5, C, carries -0.24; number 6, C, carries -0.11


C13H15N3O7OsS as an isolated structure. Source: the OMol25 dataset; level of theory: ωB97M-V/def2-TZVPD.

The multiplicity is 1. The HOMO energy (alpha / beta) comes out at -9.303 / -9.274 eV.

CARTESIAN COORDINATES (ANGSTROEM)
Os: 1.693 0.513 -1.211
N: 0.881 2.624 -0.899
C: -0.317 2.354 -0.077
C: -1.098 1.271 -0.769
O: -2.301 1.278 -0.874
N: -0.243 0.333 -1.295
C: -0.717 -0.479 -2.396
C: 0.157 -0.036 -3.599
O: -0.282 -0.001 -4.713
O: 1.376 0.291 -3.202
H: 1.541 3.218 -0.410
H: 0.617 3.061 -1.777
H: -0.974 3.211 0.056
H: 0.025 2.001 0.896
H: -1.767 -0.323 -2.618
H: -0.507 -1.539 -2.237
C: -4.166 -1.495 1.186
C: -2.664 -1.444 1.234
C: -1.902 -2.302 0.447
C: -0.518 -2.233 0.455
C: 0.104 -1.308 1.277
C: -0.632 -0.484 2.120
C: -2.011 -0.555 2.088
S: 1.842 -1.092 1.160
O: 2.291 -1.792 -0.049
O: 2.453 -1.353 2.423
N: 2.012 0.509 0.747
C: 3.320 1.060 1.133
C: 4.319 0.746 -0.021
O: 5.488 0.615 0.195
O: 3.693 0.691 -1.187
H: -4.509 -1.830 0.208
H: -4.596 -0.515 1.385
H: -4.546 -2.190 1.937
H: -2.400 -3.020 -0.194
H: 0.091 -2.866 -0.178
H: -0.118 0.204 2.781
H: -2.599 0.098 2.721
H: 3.693 0.631 2.057
H: 3.272 2.148 1.201

Atomic partial charges in e from the Löwdin method, atoms 1 to 6: number 1, Os, carries 1.66; number 2, N, carries 0.01; number 3, C, carries -0.13; number 4, C, carries -0.50; number 5, O, carries 0.11; number 6, N, carries -0.15


C31H36MoN4O2Se as an isolated structure. Source: the OMol25 dataset; level of theory: ωB97M-V/def2-TZVPD.

Its charge is +2. Its energy above the lowest of the compared OMol25 structures with the same formula, charge and spin is 1.597 eV. The multiplicity is 1. The HOMO energy (alpha / beta) comes out at -13.562 / -13.519 eV.

CARTESIAN COORDINATES (ANGSTROEM)
Mo: 0.127 0.068 -0.038
O: -0.219 1.146 -1.465
C: -1.226 1.728 -2.174
C: -0.967 2.699 -3.116
C: -2.029 3.205 -3.847
C: -3.332 2.748 -3.638
C: -3.581 1.809 -2.664
C: -2.527 1.293 -1.894
C: -2.805 0.395 -0.813
N: -1.951 -0.085 0.036
C: -2.499 -0.937 1.114
C: -1.564 -0.881 2.311
N: -0.159 -0.782 1.855
C: 0.736 -1.069 2.737
C: 2.161 -0.928 2.594
C: 3.010 -1.246 3.663
C: 4.371 -1.072 3.543
C: 4.912 -0.588 2.351
C: 4.096 -0.263 1.281
C: 2.732 -0.423 1.423
O: 1.877 -0.053 0.430
H: 0.046 3.044 -3.271
H: -1.841 3.962 -4.597
H: -4.142 3.144 -4.233
H: -4.592 1.471 -2.472
H: -3.852 0.125 -0.677
H: -2.577 -1.954 0.742
H: -3.491 -0.596 1.406
H: -1.696 -1.758 2.943
H: -1.787 0.007 2.904
H: 0.388 -1.438 3.701
H: 2.582 -1.614 4.588
H: 5.023 -1.307 4.373
H: 5.981 -0.451 2.261
H: 4.495 0.116 0.350
C: -2.939 -2.791 -3.179
C: -2.642 -4.273 -2.965
C: -3.294 -4.835 -1.703
C: -2.635 -4.354 -0.413
N: -1.332 -4.973 -0.177
C: -0.120 -4.398 -0.289
Se: 0.269 -2.696 -0.977
N: 0.816 -5.311 0.012
C: 2.263 -5.085 0.078
C: 2.678 -4.451 1.396
C: 4.186 -4.216 1.464
C: 5.000 -5.507 1.504
C: 0.192 -6.512 0.343
C: 0.708 -7.744 0.731
C: -0.205 -8.746 0.987
C: -1.588 -8.530 0.858
C: -2.095 -7.307 0.473
C: -1.171 -6.298 0.220
H: -2.552 -2.459 -4.143
H: -2.468 -2.168 -2.411
H: -4.016 -2.607 -3.171
H: -1.560 -4.433 -2.927
H: -3.015 -4.834 -3.822
H: -3.276 -5.927 -1.726
H: -4.345 -4.535 -1.673
H: -3.263 -4.579 0.450
H: -2.472 -3.281 -0.464
H: 2.545 -4.449 -0.760
H: 2.742 -6.053 -0.050
H: 2.366 -5.100 2.221
H: 2.148 -3.500 1.498
H: 4.398 -3.634 2.361
H: 4.493 -3.610 0.605
H: 4.669 -6.150 2.323
H: 6.056 -5.291 1.662
H: 4.924 -6.071 0.573
H: 1.771 -7.913 0.840
H: 0.149 -9.718 1.299
H: -2.268 -9.344 1.067
H: -3.161 -7.146 0.379

Atomic partial charges in e from the Löwdin method, atoms 1 to 6: number 1, Mo, carries 1.62; number 2, O, carries -0.25; number 3, C, carries -0.26; number 4, C, carries 0.02; number 5, C, carries -0.01; number 6, C, carries -0.03


C5H8FO4 as an isolated structure. Source: the OMol25 dataset; level of theory: ωB97M-V/def2-TZVPD.

Its charge is -1. Its energy above the lowest of the compared OMol25 structures with the same formula, charge and spin is 2.759 eV. The multiplicity is 1. The HOMO energy comes out at -4.924 eV.

CARTESIAN COORDINATES (ANGSTROEM)
C: -3.491 -0.942 -0.542
O: -3.258 0.276 0.109
C: -4.126 -1.948 0.404
H: -4.153 -0.797 -1.420
H: -2.537 -1.356 -0.933
H: -4.308 -2.901 -0.115
H: -3.465 -2.142 1.262
H: -5.086 -1.569 0.784
C: -1.242 1.128 -2.420
O: -1.296 1.265 -1.091
C: -2.580 1.732 -0.657
C: -3.298 1.975 -1.989
O: -2.396 1.484 -2.982
O: -0.273 0.766 -3.027
F: -1.761 3.714 -0.443
H: -2.944 2.254 0.249
H: -4.254 1.449 -2.079
H: -3.493 3.037 -2.173

Atomic partial charges in e from the Löwdin method, atoms 1 to 6: number 1, C, carries -0.39; number 2, O, carries -0.20; number 3, C, carries -0.11; number 4, H, carries 0.10; number 5, H, carries 0.11; number 6, H, carries 0.06


A single C7H16N3P molecule. Source: the OMol25 dataset; level of theory: ωB97M-V/def2-TZVPD.

Its energy above the lowest of the compared OMol25 structures with the same formula, charge and spin is 1.297 eV. The multiplicity is 1. The HOMO energy comes out at -7.697 eV.

CARTESIAN COORDINATES (ANGSTROEM)
C: -2.717 -0.782 0.324
C: -1.529 -0.561 0.249
C: -4.117 -1.143 0.286
C: 2.556 -0.356 -0.033
C: 0.943 -2.178 -0.294
C: 0.033 2.850 0.668
C: -0.303 1.650 -1.422
N: 3.525 -0.986 0.861
N: 1.153 -0.772 -0.044
N: 0.124 1.594 -0.043
P: -0.022 0.161 0.855
H: -4.659 -0.573 1.042
H: -4.546 -0.924 -0.693
H: -4.234 -2.205 0.499
H: 2.566 0.719 0.175
H: 3.559 -1.991 0.689
H: 2.941 -0.517 -1.052
H: 1.389 -2.834 0.466
H: -0.128 -2.378 -0.325
H: 1.378 -2.439 -1.265
H: -0.975 3.282 0.631
H: 0.303 2.685 1.711
H: 0.733 3.572 0.235
H: -0.173 0.664 -1.867
H: -1.357 1.946 -1.513
H: 0.308 2.371 -1.970
H: 3.249 -0.853 1.832

Atomic partial charges in e from the Löwdin method, atoms 1 to 6: number 1, C, carries -0.15; number 2, C, carries -0.22; number 3, C, carries -0.11; number 4, C, carries -0.34; number 5, C, carries -0.16; number 6, C, carries -0.17


Copy entry 1 word for word.
C27H21F2IrN2Te as an isolated structure. Source: the OMol25 dataset; level of theory: ωB97M-V/def2-TZVPD.

The expectation value of S² is 0.765. Its charge is +1. Its energy above the lowest of the compared OMol25 structures with the same formula, charge and spin is 0.000 eV. The multiplicity is 2. The HOMO energy (alpha / beta) comes out at -11.365 / -11.646 eV.

CARTESIAN COORDINATES (ANGSTROEM)
Ir: 1.539 -0.763 -0.462
F: 6.410 -1.131 -2.637
C: 5.655 -1.067 -1.540
C: 4.276 -1.120 -1.677
C: 3.505 -1.029 -0.533
C: 4.102 -0.921 0.739
C: 5.491 -0.881 0.806
F: 6.100 -0.777 1.994
C: 6.287 -0.939 -0.318
C: 3.168 -0.819 1.862
C: 3.481 -0.738 3.213
C: 2.466 -0.618 4.146
C: 1.142 -0.611 3.729
C: 0.878 -0.719 2.384
N: 1.863 -0.817 1.483
H: 3.848 -1.250 -2.663
H: 7.363 -0.897 -0.240
H: 4.514 -0.764 3.518
H: 2.710 -0.530 5.197
H: 0.322 -0.527 4.427
H: -0.130 -0.742 1.988
N: 1.985 6.584 -0.391
C: 1.922 5.437 -0.407
C: 1.840 4.003 -0.429
C: 2.741 3.262 -1.187
C: 2.662 1.878 -1.205
C: 1.662 1.223 -0.485
C: 0.766 1.972 0.277
C: 0.850 3.353 0.303
H: 3.510 3.769 -1.754
H: 3.373 1.326 -1.800
H: -0.019 1.483 0.840
H: 0.148 3.932 0.888
C: -7.489 -0.883 -0.753
C: -5.994 -0.932 -0.845
C: -5.195 -0.636 0.259
C: -3.815 -0.667 0.188
C: -3.016 -0.347 1.421
C: -3.219 -1.012 -1.044
Te: -1.151 -0.987 -1.208
C: -3.993 -1.328 -2.178
C: -3.454 -1.720 -3.526
C: -5.374 -1.275 -2.039
H: -7.820 -0.598 0.243
H: -7.921 -1.855 -0.994
H: -7.893 -0.164 -1.468
H: -5.668 -0.373 1.198
H: -3.678 -0.084 2.243
H: -2.338 0.492 1.251
H: -2.420 -1.208 1.734
H: -2.370 -1.752 -3.568
H: -3.802 -1.016 -4.283
H: -3.833 -2.706 -3.798
H: -5.985 -1.514 -2.903

Atomic partial charges in e from the Löwdin method, atoms 1 to 6: number 1, Ir, carries 0.95; number 2, F, carries 0.10; number 3, C, carries -0.26; number 4, C, carries -0.03; number 5, C, carries -0.24; number 6, C, carries -0.11


Copy entry 1 word for word.
C27H21F2IrN2Te as an isolated structure. Source: the OMol25 dataset; level of theory: ωB97M-V/def2-TZVPD.

The expectation value of S² is 0.765. Its charge is +1. Its energy above the lowest of the compared OMol25 structures with the same formula, charge and spin is 0.000 eV. The multiplicity is 2. The HOMO energy (alpha / beta) comes out at -11.365 / -11.646 eV.

CARTESIAN COORDINATES (ANGSTROEM)
Ir: 1.539 -0.763 -0.462
F: 6.410 -1.131 -2.637
C: 5.655 -1.067 -1.540
C: 4.276 -1.120 -1.677
C: 3.505 -1.029 -0.533
C: 4.102 -0.921 0.739
C: 5.491 -0.881 0.806
F: 6.100 -0.777 1.994
C: 6.287 -0.939 -0.318
C: 3.168 -0.819 1.862
C: 3.481 -0.738 3.213
C: 2.466 -0.618 4.146
C: 1.142 -0.611 3.729
C: 0.878 -0.719 2.384
N: 1.863 -0.817 1.483
H: 3.848 -1.250 -2.663
H: 7.363 -0.897 -0.240
H: 4.514 -0.764 3.518
H: 2.710 -0.530 5.197
H: 0.322 -0.527 4.427
H: -0.130 -0.742 1.988
N: 1.985 6.584 -0.391
C: 1.922 5.437 -0.407
C: 1.840 4.003 -0.429
C: 2.741 3.262 -1.187
C: 2.662 1.878 -1.205
C: 1.662 1.223 -0.485
C: 0.766 1.972 0.277
C: 0.850 3.353 0.303
H: 3.510 3.769 -1.754
H: 3.373 1.326 -1.800
H: -0.019 1.483 0.840
H: 0.148 3.932 0.888
C: -7.489 -0.883 -0.753
C: -5.994 -0.932 -0.845
C: -5.195 -0.636 0.259
C: -3.815 -0.667 0.188
C: -3.016 -0.347 1.421
C: -3.219 -1.012 -1.044
Te: -1.151 -0.987 -1.208
C: -3.993 -1.328 -2.178
C: -3.454 -1.720 -3.526
C: -5.374 -1.275 -2.039
H: -7.820 -0.598 0.243
H: -7.921 -1.855 -0.994
H: -7.893 -0.164 -1.468
H: -5.668 -0.373 1.198
H: -3.678 -0.084 2.243
H: -2.338 0.492 1.251
H: -2.420 -1.208 1.734
H: -2.370 -1.752 -3.568
H: -3.802 -1.016 -4.283
H: -3.833 -2.706 -3.798
H: -5.985 -1.514 -2.903

Atomic partial charges in e from the Löwdin method, atoms 1 to 6: number 1, Ir, carries 0.95; number 2, F, carries 0.10; number 3, C, carries -0.26; number 4, C, carries -0.03; number 5, C, carries -0.24; number 6, C, carries -0.11


- Look up the multiplicity of the first one.
  2